Entry 1:
111
Properties=species:S:1:pos:R:3:mulliken_charge:R:1 method="wB97M-V/def2-TZVPD" total_charge=0 smiles="CCCCCCCCCCCCCc1c(N)c(N(C)C(C)=O)c(CCC(=O)Nc2ccccc2)c2c1C(=O)NC2=O.O=C1C=CC(=O)C=C1.O=C1C=CC(=O)C=C1" e_homo_ha=-0.2956 e_tot_ev=-69851.69408 multiplicity=1
O 6.543 -0.759 2.222 -0.52
O 0.022 2.306 -1.541 -0.47
O -3.408 -0.367 0.449 -0.59
O 1.273 -5.353 -7.592 -0.55
O 1.265 5.692 -1.078 -0.59
O 6.787 4.033 0.585 -0.53
O -4.552 4.677 1.683 -0.55
O 0.129 -0.309 -6.358 -0.53
N 1.678 4.682 1.205 -0.33
N 1.992 2.055 -2.963 0.52
N 1.875 -1.109 -2.053 -0.40
N 7.033 1.596 1.352 -0.45
C -0.695 -3.827 3.690 -0.49
C 4.108 4.070 -1.745 -0.59
C 3.717 5.094 -0.522 -0.45
C -1.622 7.046 2.279 -0.35
C -7.200 -3.834 2.265 -0.49
C -3.075 1.920 -0.012 -0.06
C 3.959 -0.670 -0.303 0.46
C -0.799 8.249 3.050 -0.35
C 0.844 8.297 3.247 -0.37
C -3.672 0.794 0.732 0.21
C 1.749 7.055 2.590 -0.29
C -0.493 0.892 -3.613 -0.49
C -4.885 2.390 2.144 -0.43
C -0.977 -4.775 2.382 -0.41
C 2.912 1.444 -1.930 -0.19
C -2.461 -4.477 1.726 -0.33
C -0.730 5.818 1.645 0.05
C -4.288 3.517 1.399 0.35
C -7.362 -2.188 2.133 -0.81
C 2.116 5.184 -0.181 0.43
C 6.374 2.763 0.597 0.34
C 1.320 -1.798 -7.742 -0.34
C 5.151 1.982 -0.164 0.31
C 0.529 1.780 -2.689 0.16
C -3.361 3.188 0.298 -0.30
C -0.204 -2.596 -5.897 -0.27
C -4.900 -5.274 2.664 -0.79
C 2.398 1.730 -4.383 -0.75
C 4.045 2.480 -1.268 0.02
C 1.606 -3.066 -8.053 -0.37
C 2.882 -0.151 -1.450 -0.13
C -4.599 1.122 1.833 -0.32
C 1.884 -2.120 2.063 0.25
C 5.045 0.408 0.284 0.05
C 0.934 -3.824 4.026 -0.59
C 3.500 -2.323 1.861 -0.65
C 1.580 -2.326 3.694 -0.78
C -3.466 -5.753 2.028 -0.56
C 0.082 -3.864 -6.207 -0.41
C 0.393 -1.469 -6.642 0.45
C 0.916 5.860 1.817 0.27
C 4.014 -2.209 0.299 -0.86
C -5.808 -4.393 1.576 -0.23
C 6.237 0.275 1.403 -0.01
C 1.009 -4.192 -7.308 0.34
H 1.475 -4.666 3.391 0.29
H 2.283 -3.324 -8.858 0.40
H -2.930 4.025 -0.238 0.46
H 7.738 1.311 0.608 0.34
H 2.548 -2.191 4.346 0.34
H -0.191 -4.607 1.500 0.10
H -2.354 -4.410 0.559 0.27
H -6.702 -1.662 2.976 0.12
H 0.889 -0.861 -1.803 0.17
H -3.629 -6.324 1.011 0.24
H -8.176 -4.288 1.770 0.30
H -1.409 9.157 3.499 0.25
H 0.819 -1.484 4.014 0.34
H 1.474 -1.082 1.695 0.22
H -5.029 0.285 2.370 0.43
H -5.562 2.648 2.949 0.43
H 5.194 4.312 -2.172 0.40
H -0.881 -2.337 -5.092 0.48
H -8.487 -1.923 2.333 0.33
H 1.063 3.843 1.122 0.39
H -2.397 1.662 -0.817 0.36
H 1.750 -0.961 -8.279 0.43
H -1.312 -4.257 4.590 0.31
H 2.938 7.016 2.694 0.29
H -1.396 0.419 -2.992 0.16
H 4.268 4.708 0.439 0.17
H -2.784 6.989 2.142 0.30
H 3.511 -3.002 -0.424 0.32
H -6.119 -5.152 0.741 0.22
H -0.348 -4.701 -5.671 0.42
H -4.702 -4.646 3.658 0.28
H 4.063 6.176 -0.864 0.37
H 1.009 -4.103 5.181 0.33
H -0.992 1.562 -4.460 0.34
H -5.161 -3.530 1.110 0.13
H -2.968 -6.503 2.784 0.33
H 2.033 0.692 -4.782 0.22
H -2.922 -3.459 2.124 0.13
H 4.100 -1.618 2.592 0.34
H 0.077 -0.002 -4.110 -0.07
H 3.764 -3.433 2.206 0.23
H 2.145 2.635 -5.119 0.28
H 3.591 1.675 -4.381 0.30
H 3.348 4.310 -2.632 0.27
H 1.411 9.167 3.835 0.27
H -1.228 4.896 1.087 -0.07
H 1.347 -3.041 1.541 -0.23
H 2.027 -2.098 -1.758 0.32
H -7.203 -4.122 3.400 0.29
H -1.059 -2.698 3.555 0.19
H -7.006 -1.787 1.077 0.26
H -5.569 -6.179 2.985 0.33
H 5.172 -2.499 0.321 0.34
H -0.867 -5.908 2.724 0.28

Entry 2:
115
Properties=species:S:1:pos:R:3:mulliken_charge:R:1 method="wB97M-V/def2-TZVPD" total_charge=+1 e_homo_ha=-0.3608 e_tot_ev=-102181.19098 multiplicity=1 relative_energy_kcal_mol=1.07
I 4.470 2.669 5.185 0.08
I -1.001 4.032 3.221 0.10
Sb -0.863 1.924 -1.078 -0.05
Y -0.680 -0.712 0.876 -0.94
Si -4.059 -0.879 -0.147 0.10
Si -2.465 -3.557 -0.652 0.58
O -0.769 0.977 2.279 -0.41
O 3.331 0.458 -0.483 -0.88
O 1.181 0.268 0.055 2.69
N 1.078 -0.890 2.729 0.55
N 1.007 -2.284 -0.316 -0.16
N 5.347 0.983 1.702 -0.26
N 5.353 -1.137 0.795 -0.02
N 6.470 0.586 -0.269 -0.39
N -1.869 -1.854 2.617 1.24
C 2.045 4.553 0.901 -0.71
C 3.407 -0.364 4.146 -0.46
C -3.987 -4.563 -1.104 -1.33
C 1.678 2.949 4.114 0.09
C 0.102 0.263 -3.457 -0.07
C 1.931 -1.850 2.996 -0.73
C -3.852 -3.341 3.786 -0.85
C -1.876 -2.039 3.941 -0.34
C 4.679 -1.850 -1.561 -0.28
C 0.943 -0.164 -4.476 -0.79
C 1.313 0.364 3.204 -0.63
C 3.120 -1.633 3.716 -1.08
C -3.409 3.603 -1.319 -0.58
C 2.685 2.040 4.309 -0.23
C -2.837 -2.372 1.832 -1.65
C -1.670 -3.133 -2.319 -0.10
C -1.345 -4.753 0.299 -1.05
C 2.070 0.582 -4.796 -0.67
C -2.850 -2.777 4.573 -1.26
C 0.223 3.613 -0.368 0.74
C -4.633 4.145 -3.315 -0.61
C -2.706 -2.046 0.381 3.05
C -2.444 2.939 -2.075 0.75
C 0.273 1.335 2.954 0.27
C 5.686 0.149 0.715 0.85
C 2.342 1.751 -4.100 -0.72
C 2.504 0.696 3.896 0.64
C 0.477 6.008 -0.183 -0.76
C 0.473 2.603 3.479 -0.26
C 2.319 -0.202 -0.270 -0.21
C -3.869 -0.451 -1.969 -0.20
C -5.800 -1.565 0.040 -1.23
C 3.213 -2.285 -1.496 -1.12
C 1.361 3.445 0.418 -0.08
C -2.584 2.891 -3.459 -0.63
C -0.209 4.903 -0.668 -0.63
C 1.604 5.835 0.607 -0.92
C -4.016 0.674 0.930 -0.45
C 0.369 1.434 -2.747 0.66
C -3.676 3.489 -4.076 -0.66
C 1.499 2.174 -3.079 -0.68
C 5.513 -2.104 -0.300 -1.39
C 2.382 -1.740 -0.336 0.06
C -4.496 4.207 -1.935 -0.80
C -3.852 -3.140 2.421 -0.77
H -3.776 3.445 -5.153 0.43
H 3.213 2.342 -4.354 0.43
H 4.727 -1.371 1.550 0.05
H -3.316 3.660 -0.239 0.63
H -4.628 -3.560 1.797 0.46
H 3.773 -2.465 3.946 0.47
H -1.043 -3.953 -2.680 0.49
H 0.711 -1.068 -5.026 0.50
H 0.622 -2.230 -1.260 -0.21
H -2.832 -2.907 5.645 0.47
H 2.924 4.412 1.522 0.49
H -5.236 4.724 -1.338 0.43
H -4.345 1.538 0.349 0.28
H -4.634 -3.933 4.246 0.47
H -4.648 -4.015 -1.779 0.32
H 1.722 2.452 0.649 0.11
H 0.128 7.004 -0.422 0.42
H 6.575 -2.144 -0.553 0.39
H 1.678 -2.844 2.639 0.57
H 1.805 3.970 4.449 0.41
H -3.056 0.939 1.387 -0.05
H 4.313 -0.164 4.706 0.30
H 2.724 -1.998 -2.432 0.26
H -5.944 -2.495 -0.512 0.29
H 4.555 0.748 2.283 -0.05
H 2.136 6.696 0.991 0.37
H -6.516 -0.835 -0.349 0.40
H -4.436 0.451 -2.215 0.31
H -4.572 -4.861 -0.231 0.33
H -0.786 -0.320 -3.233 0.29
H 5.156 -2.415 -2.366 0.46
H -1.932 -5.310 1.034 0.30
H 6.682 -0.008 -1.049 0.21
H -1.069 -1.569 4.492 0.41
H 3.173 -3.379 -1.447 0.44
H -0.554 -4.254 0.868 0.00
H -0.884 -5.487 -0.367 0.51
H 5.507 1.970 1.588 0.27
H 1.021 -3.279 -0.107 0.31
H -4.259 -1.263 -2.589 0.38
H -3.682 -5.479 -1.620 0.37
H -6.064 -1.741 1.085 0.34
H -1.065 -2.223 -2.296 -0.83
H 5.281 -3.080 0.128 0.48
H 4.724 -0.798 -1.836 0.21
H -1.088 5.056 -1.283 0.34
H -2.440 -2.959 -3.073 0.37
H 6.602 1.574 -0.400 0.24
H -4.722 0.555 1.756 0.41
H -5.482 4.612 -3.797 0.40
H -1.841 2.388 -4.067 0.38
H 2.839 -2.053 0.607 0.00
H 2.726 0.259 -5.595 0.40
H 1.733 3.082 -2.536 0.52
H -2.835 -0.275 -2.275 -0.40

Entry 3:
113
Properties=species:S:1:pos:R:3:mulliken_charge:R:1 method="wB97M-V/def2-TZVPD" total_charge=-2 e_homo_ha="0.0174 / -0.0705" e_tot_ev=-101780.44201 multiplicity=3 relative_energy_kcal_mol=18.16 s2=2.035
Ti 0.175 -0.444 0.141 0.46
P 0.774 0.867 -3.693 1.29
Si -0.920 -3.943 0.618 0.30
F -0.767 -0.625 -1.491 -0.55
O 1.650 -1.512 -0.425 0.06
O 4.541 1.547 4.492 -0.54
O 0.923 -0.115 1.852 0.57
O -2.247 -0.112 0.928 1.00
N -0.798 -2.331 1.112 0.99
N -1.809 2.003 -0.567 0.26
C -1.250 -1.797 2.290 0.51
C -5.721 -1.134 0.570 -0.79
C -5.860 -0.996 -0.806 -0.83
C -1.951 -0.562 2.241 -0.33
C 2.230 -0.138 2.155 -0.65
C 0.855 2.709 0.480 0.94
C -3.442 -0.462 0.427 0.85
C 4.493 -1.067 1.938 -1.51
C -0.227 -0.213 -6.179 -2.11
C -3.554 -0.350 -0.950 0.40
C 3.013 2.428 -4.447 -1.60
C 1.760 3.781 0.543 -0.16
C -0.086 2.439 -4.237 0.17
C -1.072 -2.338 3.586 -0.39
C -1.702 2.538 0.719 0.97
C -0.184 -0.386 -4.666 0.89
C 3.288 -0.048 -4.447 -1.37
C 4.943 -0.228 2.969 -0.91
C -2.094 -0.393 4.626 -1.12
C -0.220 -5.243 1.768 -1.34
C 2.415 1.511 -0.828 -0.88
C -0.454 2.893 1.250 0.43
C -4.744 -0.604 -1.556 -0.84
C -0.102 -4.216 -1.022 -0.61
C -2.879 2.824 1.444 -0.84
C 3.784 -2.542 -0.478 -2.40
C -2.709 -4.437 0.418 -1.21
C 4.068 0.671 3.529 0.36
C 3.157 -0.999 1.421 0.84
C 2.710 0.677 3.152 -0.45
C -1.476 -1.641 4.723 -0.95
C -1.614 3.810 3.203 -1.19
C -2.838 3.474 2.652 -0.59
C -2.344 0.131 3.358 -0.15
C 0.220 -1.821 -4.272 -1.71
C 2.302 1.100 -4.746 0.33
C 1.124 1.532 -0.246 1.75
C -0.445 3.498 2.496 -0.74
C 0.244 3.575 -3.233 -1.30
C 3.343 2.539 -0.737 -0.99
C 4.250 2.921 4.256 -0.39
C 2.802 -1.678 0.218 1.04
C -4.533 -0.872 1.191 -0.92
C 3.015 3.702 -0.062 -1.23
C -1.616 2.279 -4.313 -1.49
H -4.816 -0.504 -2.634 0.39
H -1.297 -2.073 5.701 0.34
H -2.807 -5.442 -0.040 0.36
H -6.566 -1.444 1.174 0.35
H 3.598 -0.014 -3.392 0.23
H 3.980 3.388 5.200 0.22
H 2.704 0.630 -1.382 0.02
H 5.202 -1.748 1.479 0.33
H 1.285 3.558 -2.881 0.16
H 3.340 -2.884 -1.415 0.24
H 4.715 -1.992 -0.709 0.43
H -1.033 -0.824 -6.612 0.42
H 2.022 1.077 -5.802 0.62
H 0.296 2.721 -5.224 0.63
H 0.364 -1.900 -3.189 0.22
H 2.853 -1.035 -4.623 0.13
H -6.805 -1.211 -1.290 0.35
H -1.941 1.714 -5.194 0.30
H -2.857 1.084 3.236 0.35
H -3.225 -4.455 1.399 0.26
H 3.434 3.051 3.544 0.02
H -2.001 1.771 -3.416 0.05
H -2.688 1.541 -0.718 0.58
H 0.566 -3.373 -1.235 -0.25
H -1.190 -0.248 -4.260 0.11
H 1.993 1.343 3.636 0.74
H -2.376 0.164 5.512 0.38
H 1.475 4.692 1.064 0.52
H 0.522 3.729 2.936 0.29
H 5.130 3.426 3.852 0.26
H -0.326 -6.252 1.328 0.35
H 0.052 4.559 -3.695 0.39
H -0.852 -4.270 -1.832 0.30
H 4.066 -3.422 0.124 0.34
H -1.041 1.402 -0.823 -1.25
H 0.488 -5.147 -1.028 0.43
H 3.982 2.454 -4.966 0.49
H -2.655 -0.124 -1.524 -0.36
H -4.439 -0.995 2.262 0.44
H -1.556 4.294 4.165 0.37
H -2.092 3.269 -4.356 0.45
H 5.976 -0.261 3.317 0.39
H 0.853 -5.055 1.961 0.28
H -0.562 -2.534 -4.559 0.42
H -3.835 2.518 1.022 0.41
H -0.380 3.486 -2.347 0.19
H -0.744 -5.242 2.743 0.31
H 2.432 3.297 -4.772 0.27
H 0.715 -0.543 -6.636 0.34
H 4.190 0.044 -5.070 0.49
H 3.205 2.534 -3.372 0.21
H -0.401 0.829 -6.481 0.42
H 3.704 4.537 -0.013 0.33
H -0.565 -3.293 3.680 0.26
H 1.145 -2.129 -4.767 0.35
H -3.759 3.710 3.169 0.35
H -3.233 -3.705 -0.224 0.17
H 4.328 2.427 -1.186 0.48